(1)
C27H46BMnN7O3 as an isolated structure at a distorted geometry, computed with wB97M-V/def2-TZVPD.

highest occupied orbital energy (spin up / spin down)	-8.742 / -8.727	eV
E_tot	-77317.050	eV
Kohn-Sham gap (spin up / spin down)	9.419 / 9.402	eV
multiplicity	6
F_max	1.73	eV/Å

Atoms and positions in Å:
1 Mn -1.40118 -0.61546 -1.57148
2 C -1.53485 -4.60244 1.11598
3 C -2.26252 -3.25863 0.99130
4 C -2.81082 -3.07596 -0.42318
5 C -1.33179 -2.15134 1.39132
6 C -0.86256 -1.87737 2.67210
7 C 0.03016 -0.82279 2.53271
8 C 0.78760 -0.31681 3.73112
9 C 1.33003 1.10615 3.67767
10 C 1.90532 -1.30942 4.08208
11 N 0.07547 -0.49602 1.22283
12 N -0.75873 -1.30829 0.53764
13 B 0.79876 0.65322 0.43191
14 N -0.34100 1.67705 0.04571
15 N -1.53915 1.15285 -0.31672
16 C -2.46298 2.11256 -0.29495
17 C -1.84648 3.30340 0.06688
18 C -0.50833 3.00208 0.27669
19 C 0.41746 4.11753 0.67605
20 C 1.90898 3.88623 0.52248
21 C 0.10018 4.55545 2.11021
22 C -3.92935 1.91429 -0.55307
23 C -4.32568 2.61973 -1.85383
24 C -4.32066 0.43973 -0.57508
25 N 1.51748 -0.03196 -0.77607
26 N 0.78725 -0.76434 -1.64649
27 C 1.61409 -1.46474 -2.42018
28 C 2.92229 -1.15480 -2.06471
29 C 2.83384 -0.25848 -1.00892
30 C 4.08829 0.17167 -0.29570
31 C 4.20185 -0.47195 1.08803
32 C 4.33276 1.67491 -0.20727
33 C 1.18596 -2.54137 -3.37327
34 C 0.89854 -3.81594 -2.56844
35 C -0.02809 -2.14998 -4.20758
36 H -2.21299 -5.41899 0.87935
37 H -1.17366 -4.74606 2.13074
38 H -0.68915 -4.63912 0.43345
39 H -3.10090 -3.26201 1.70012
40 H -1.97853 -2.89045 -1.13249
41 H -3.51905 -2.24616 -0.45655
42 H -3.33167 -3.97202 -0.75165
43 H -1.14546 -2.36590 3.58359
44 H 0.05403 -0.35544 4.54632
45 H 2.24621 1.15880 3.09763
46 H 1.55760 1.44363 4.68667
47 H 0.59251 1.77083 3.23947
48 H 2.62116 -1.39124 3.26993
49 H 1.49366 -2.29880 4.26716
50 H 2.42864 -0.97317 4.97495
51 H 1.60332 1.18147 1.09097
52 H -2.30440 4.26781 0.16219
53 H 0.14523 4.95119 0.01736
54 H 2.27843 3.29004 1.34942
55 H 2.43154 4.84043 0.54141
56 H 2.12825 3.38788 -0.41493
57 H 0.36417 3.77521 2.81914
58 H -0.95717 4.77586 2.22284
59 H 0.66816 5.44911 2.35557
60 H -4.46799 2.40505 0.26849
61 H -3.79988 2.18923 -2.69963
62 H -4.07364 3.67681 -1.80690
63 H -5.39397 2.52292 -2.03361
64 H -3.87991 -0.05382 -1.44909
65 H -5.40059 0.33295 -0.64618
66 H -3.98254 -0.05316 0.33660
67 H 3.81932 -1.52613 -2.51900
68 H 4.89588 -0.24491 -0.90804
69 H 3.41102 -0.11224 1.73875
70 H 5.16369 -0.21937 1.53189
71 H 4.13149 -1.55643 1.01472
72 H 3.73996 2.11767 0.58178
73 H 4.09570 2.15756 -1.15070
74 H 5.38124 1.85682 0.02145
75 H 2.02710 -2.74296 -4.04616
76 H 0.19069 -3.60016 -1.76707
77 H 1.81058 -4.20299 -2.12087
78 H 0.47526 -4.58148 -3.21478
79 H -0.91101 -2.04236 -3.55556
80 H -0.24925 -2.92234 -4.94376
81 H 0.15186 -1.21002 -4.72734
82 O -1.19040 0.96657 -3.31669
83 N -2.20757 0.56035 -3.90955
84 O -2.64522 1.11110 -4.88320
85 O -2.76389 -0.46034 -3.42397

Atom charges from the Mulliken analysis, given in e for atoms 1 to 2: atom 1 (Mn): 0.622, atom 2 (C): -1.531


(2)
C27H46BrNOP2PtS as an isolated structure at a distorted geometry, computed with wB97M-V/def2-TZVPD.

highest occupied orbital energy (spin up / spin down)	-13.129 / -13.098	eV
E_tot	-134966.860	eV
Kohn-Sham gap (spin up / spin down)	5.144 / 4.605	eV
total charge	+2
multiplicity	3
F_max	2.74	eV/Å

Atoms and positions in Å:
1 N 2.26241 -3.61967 9.72097
2 C 1.15393 -2.90000 9.51699
3 C 0.77431 -2.41908 8.25431
4 C 1.54481 -2.74734 7.10007
5 C 2.71710 -3.51011 7.34567
6 C 3.03124 -3.89287 8.66067
7 C 1.07877 -2.35274 5.77932
8 Pt 0.67791 -1.62756 -1.05171
9 P -0.23840 -2.40419 -2.95730
10 C 1.61481 -2.82385 4.63200
11 C 1.06966 -2.56254 3.34208
12 C 1.35050 -3.51497 2.32440
13 C 0.79091 -3.35882 1.06285
14 C 0.18112 -2.11137 0.86185
15 C -0.28945 -1.24361 1.83560
16 C 0.20872 -1.45393 3.12027
17 Br -1.29535 0.13408 -0.75057
18 H 0.19963 -1.70413 5.77761
19 H 2.45925 -3.51394 4.66932
20 H -0.15281 -1.83324 8.18303
21 H 3.37964 -3.83296 6.55215
22 H 0.54546 -2.68181 10.40210
23 H 3.94734 -4.44436 8.88278
24 H 1.95898 -4.39702 2.55033
25 H -0.05943 -0.76943 3.93393
26 H 0.87027 -4.05965 0.23589
27 H -0.96209 -0.42224 1.55727
28 P 2.47780 -0.28369 -0.74471
29 C -1.96098 -2.72947 -2.30366
30 C -2.92377 -3.82168 -2.73408
31 H -2.45895 -1.75438 -2.37236
32 H -1.84473 -2.88582 -1.21973
33 H -3.75155 -3.79548 -2.01913
34 H -3.34592 -3.68198 -3.72757
35 H -2.48403 -4.81174 -2.64299
36 C 0.84333 -3.88841 -3.26321
37 C 1.36428 -4.39292 -4.60946
38 H 0.26607 -4.68846 -2.78394
39 H 1.75247 -3.75888 -2.64616
40 H 2.20366 -5.06771 -4.39528
41 H 0.62098 -4.97598 -5.15782
42 H 1.74716 -3.60179 -5.25543
43 C -0.10252 -1.16929 -4.35099
44 C -1.23325 -0.67133 -5.26151
45 H 0.71444 -1.56105 -4.96973
46 H 0.28617 -0.26539 -3.85444
47 H -1.04036 0.39453 -5.44808
48 H -1.25812 -1.15159 -6.24945
49 H -2.22543 -0.72033 -4.80713
50 C 2.19073 1.35836 -1.37635
51 C 3.48481 2.16459 -1.53430
52 H 1.49028 1.83824 -0.67819
53 H 1.66708 1.25528 -2.33798
54 H 3.68322 2.76352 -0.63389
55 H 4.36374 1.53238 -1.72994
56 H 3.36949 2.85091 -2.38538
57 C 3.71123 -1.19142 -1.70978
58 C 4.45271 -2.23195 -0.86733
59 H 4.38202 -0.42294 -2.11417
60 H 3.19814 -1.68589 -2.55587
61 H 5.30850 -1.77951 -0.34798
62 H 3.80996 -2.71769 -0.11860
63 H 4.83305 -3.01813 -1.52988
64 C 3.06688 -0.20591 0.95035
65 C 2.65168 0.99564 1.81184
66 H 4.15239 -0.21609 0.79940
67 H 2.77020 -1.14009 1.44202
68 H 2.70479 0.69673 2.87068
69 H 3.36456 1.82280 1.67123
70 H 1.63193 1.36507 1.61084
71 C -1.21917 4.02666 -0.67782
72 S -1.40848 3.39159 0.99489
73 C -3.02988 2.61187 0.87114
74 O -0.36668 2.34126 1.20208
75 H -2.08602 4.65945 -0.92297
76 H -1.11803 3.17777 -1.37435
77 H -0.30000 4.63715 -0.66516
78 H -3.03086 1.85104 0.06909
79 H -3.22197 2.13156 1.84310
80 H -3.77039 3.40414 0.67751

Atom charges from the Mulliken analysis, given in e for atoms 1 to 2: atom 1 (N): -0.532, atom 2 (C): -0.325